Here is a structure of composition C3H5NiO3 in a non-equilibrium geometry from the OMol25 dataset. Energies are from ωB97M-V with the def2-TZVPD basis set.

Values from the calculation:
- total charge = -1
- E (hartree) = -1851.1682
- gap between HOMO and LUMO (spin up / spin down) (eV) = 3.25 / 3.97
- multiplicity = 3
- E_HOMO (spin up / spin down) (eV) = -0.268 / -1.940

Each line ends with the Löwdin charge.
Atoms and positions in Å:
Ni (3.620, 0.303, -0.439)  -0.306
O (0.290, 0.853, 0.089)  -0.077
O (2.001, -0.818, 0.317)  -0.158
O (-0.100, -1.271, 0.406)  0.007
C (-1.343, -0.783, -0.103)  -0.134
C (0.871, -0.332, 0.313)  -0.639
C (-1.090, 0.719, -0.241)  -0.127
H (-1.683, 1.319, 0.459)  0.123
H (-1.240, 1.088, -1.263)  0.125
H (2.371, 1.215, 0.893)  -0.054
H (-2.128, -1.017, 0.626)  0.119
H (-1.569, -1.275, -1.056)  0.121